(1)
DFT (the ωB97M-V functional and the def2-TZVPD basis) results for C23H19AuINOS2Sb as an isolated structure.

Output
Relative energy (zero: lowest compared OMol25 entry of this formula, charge and spin)   2.4 kcal per mole
Kohn-Sham gap (spin up / spin down)   8.09 / 5.33 eV
Total charge   +1
Multiplicity   3
E_LUMO (spin up / spin down)   -3.01 / -6.00 eV

Element x y z (Å)
C1 0.61446 -0.41912 -2.03386
S1 0.33613 2.56347 0.06177
H1 -1.12483 -1.09365 0.87834
C2 5.39532 1.77667 0.25095
H2 -0.51674 -2.06952 -5.32475
Sb1 1.29676 0.48366 -0.27325
C3 -5.28899 0.01038 1.17136
C4 -0.28100 -1.41814 1.47661
C5 5.41331 0.26388 -1.62518
O1 -3.07858 0.37051 1.51705
C6 -6.53451 0.47537 0.91282
H3 -1.47315 -2.71969 2.68797
H4 -0.10911 -3.46108 -3.32494
C7 0.02762 -2.38876 -3.27718
H5 0.43027 -3.44367 4.08978
H6 -5.02029 -1.02249 1.32533
S2 -3.10022 3.31300 1.17354
H7 3.06607 -0.93316 1.84818
C8 2.07036 -1.32180 2.02781
C9 -0.20053 -1.60580 -4.39953
H8 -7.35057 -0.23009 0.84631
C10 6.08579 1.10470 -0.74978
C11 4.02560 1.60795 0.37855
H9 -5.81264 3.77940 0.70800
C12 0.38207 0.36781 -3.15936
C13 4.04266 0.08632 -1.50144
H10 5.92308 2.43621 0.92694
C14 3.35457 0.75665 -0.49643
C15 0.58964 -2.73571 3.28668
C16 -0.02330 -0.22905 -4.34264
H11 -0.20099 0.37842 -5.22012
N1 -4.21315 0.86489 1.26857
C17 -5.69552 2.71203 0.83154
C18 1.86211 -2.23564 3.05099
H12 5.95441 -0.25232 -2.40711
H13 2.69424 -2.55389 3.66527
C19 -0.48097 -2.33085 2.49911
H14 7.15456 1.24161 -0.84979
C20 0.43631 -1.79761 -2.08968
H15 3.48462 2.14936 1.14708
H16 3.51974 -0.57081 -2.18711
H17 0.62109 -2.41482 -1.21824
H18 0.50901 1.44389 -3.11772
C21 -4.38036 2.24192 1.09648
H19 -7.74318 2.23740 0.53510
C22 -6.75005 1.86300 0.73814
I1 0.22756 1.44124 3.98039
Au1 -1.13471 2.19223 1.97115
C23 0.99605 -0.91431 1.24627



(2)
DFT (the ωB97M-V functional and the def2-TZVPD basis) results for a 3-piece molecular cluster, C15H24Br2F9N2PS overall at a distorted geometry.

Output
Kohn-Sham gap   8.98 eV
Total charge   0
E_LUMO   0.48 eV

Element x y z (Å)
H1 -0.55825 2.27888 -1.62051
C1 0.63986 0.56667 -1.55958
H2 1.14111 0.83530 -2.48144
H3 0.53178 -6.49175 0.52730
H4 -5.46739 -0.55398 0.06806
H5 1.57988 5.64810 3.98345
C2 0.45545 -4.45200 -1.38900
F1 0.86439 -1.57992 -0.70289
C3 -3.36250 2.08762 0.44228
H6 1.24514 4.03018 -1.23717
F2 5.33094 -0.41395 -0.52647
H7 -0.64656 1.46013 -0.09278
C4 1.33126 4.75689 2.07238
F3 3.35040 1.55025 -2.01411
H8 1.17100 5.75891 1.69493
H9 -4.91192 1.23244 2.49693
H10 0.34962 -7.84730 -0.58760
H11 0.28592 -6.28271 -2.51933
P1 1.26635 3.03527 -0.23172
H12 1.39781 3.92746 4.06480
H13 0.90394 -3.89026 -2.20794
H14 -3.84575 0.84766 -1.15830
C5 -0.97841 -4.15673 -1.36127
C6 2.91877 -0.73338 -1.21346
C7 0.04351 1.79368 -0.85423
Br1 3.24726 4.39940 1.90120
Br2 -0.42539 2.43906 2.31156
H15 -0.38842 4.44236 0.89646
C8 -5.15404 0.27947 2.02431
C9 -3.80003 0.78830 -0.07066
F4 3.35016 -1.79445 -0.47957
C10 1.50231 -0.34550 -0.68621
N1 -3.01131 3.10269 0.84117
H16 -0.96399 -6.69487 -0.39302
H17 0.89819 -4.09632 -0.45899
C11 0.42960 3.81868 1.24011
H18 -6.13306 -0.02817 2.39049
H19 -0.01842 4.98514 3.74778
F5 4.83854 0.01768 -2.63002
H20 -5.91044 1.13853 0.20469
C12 1.03492 4.81035 3.55732
F6 5.42362 1.67313 -1.27840
H21 -0.22567 -0.01548 -1.85330
H22 1.78509 -6.11972 -1.62084
F7 2.73428 -1.18727 -2.48609
S1 4.30567 0.56361 -1.23159
H23 -3.04894 0.04057 0.19393
C13 0.70797 -5.95333 -1.56815
C14 -5.16598 0.39909 0.50481
F8 1.50384 0.01277 0.61880
C15 0.12139 -6.79214 -0.43849
H24 -4.42289 -0.46090 2.35392
N2 -2.10174 -3.93221 -1.34403
F9 3.85111 1.10208 0.16051



(3)
DFT (the ωB97M-V functional and the def2-TZVPD basis) results for C24H48NO2P2ScSi2 as an isolated structure at a distorted geometry.

Output
Relative energy (zero: lowest compared OMol25 entry of this formula, charge and spin)   41.4 kcal per mole
Kohn-Sham gap (spin up / spin down)   4.94 / 4.94 eV
Total charge   0
E_LUMO (spin up / spin down)   0.30 / 0.30 eV

Element x y z (Å)
H1 -2.16579 1.83380 -3.32637
H2 4.28095 -1.35274 -0.87368
H3 0.84576 2.02464 3.22852
C1 -2.11246 -2.31293 2.95751
H4 -1.99992 -3.13565 2.23603
C2 -3.64081 0.16039 -1.07464
C3 0.84313 -2.16917 2.45414
H5 -2.58855 1.66142 4.32403
H6 -2.18622 -0.14017 1.22245
H7 1.04507 5.21570 -2.76052
H8 -1.46896 -5.20001 0.50537
C4 -2.86001 2.00939 3.32103
C5 -0.85960 -3.44500 -0.55665
H9 1.78535 -1.61474 2.31750
C6 -0.12738 3.42783 -2.79493
H10 -3.26725 3.02783 3.41174
H11 4.01087 -1.14486 2.00512
Sc1 0.16017 -0.00316 0.00900
H12 -2.90317 -2.06342 -2.83145
C7 1.76534 3.71410 -1.37216
H13 -3.95894 -0.79909 -0.65653
H14 0.83352 -6.07401 0.80091
P1 2.72390 0.05027 0.33775
H15 -3.67344 0.93684 -0.30503
H16 -3.66573 1.36115 2.95157
C8 -2.31310 -1.19398 -3.16023
C9 0.25386 -2.79888 -1.10394
H17 2.74835 -4.82776 -0.16664
C10 -0.62370 -4.64031 0.11738
O1 -0.22157 1.04885 -7.25718
H18 2.60142 4.30643 -1.01248
C11 3.74899 -0.08759 1.84910
H19 1.71996 -0.25005 -2.83532
H20 4.68057 0.49266 1.75566
C12 -0.32997 2.14512 -2.25354
H21 0.71860 -2.83395 1.59069
H22 -1.35947 -1.53791 -3.58282
C13 1.55518 -3.26648 -0.99954
H23 1.00532 -2.82828 3.32716
H24 -1.86286 -3.02680 -0.66266
N1 0.56825 1.65257 -1.30867
C14 4.00403 -0.28873 -0.92099
C15 2.53766 1.93785 0.15470
H25 -2.68951 3.82648 1.06722
H26 -2.18438 -2.74742 3.96795
C16 0.91791 4.20939 -2.36282
H27 -0.33793 -1.21831 5.31900
H28 -0.87671 3.76652 -3.51151
H29 -0.73406 -0.58739 -1.45545
H30 -0.99671 0.36925 4.89430
C17 0.67653 -5.12949 0.26595
Si1 -1.41655 1.99438 2.10121
C18 1.57141 2.44725 -0.86395
H31 3.63357 -0.09438 -1.93530
H32 3.19524 0.26719 2.73002
H33 2.33675 2.34865 1.16218
C19 -0.29009 -0.40580 4.57789
C20 -1.91024 3.14103 0.69811
H34 0.72145 0.01890 4.62842
H35 -0.15991 3.40656 3.70277
H36 -1.07065 3.76309 0.36053
C21 -1.20164 0.20231 1.61725
H37 3.56216 2.23233 -0.12642
H38 2.35309 -2.72211 -1.48912
O2 2.24145 -0.58688 -3.60053
H39 1.49706 -0.79580 -4.19628
H40 -3.05423 -1.79025 2.73776
H41 0.64610 3.40591 2.12702
H42 0.60997 1.07589 -6.76005
Si2 -0.65944 -1.11179 2.86764
C22 1.75613 -4.43199 -0.29018
H43 4.90254 0.32129 -0.74665
H44 -2.86266 -0.61448 -3.91526
C23 -1.50342 1.45483 -2.55650
H45 0.12816 -1.93473 -1.76348
H46 -2.31511 2.64009 -0.18684
H47 -4.32854 0.45053 -1.88314
P2 -2.02287 -0.03444 -1.80655
C24 0.12337 2.76158 2.85254
H48 -0.50557 0.13068 -7.28908



(4)
DFT (the ωB97M-V functional and the def2-TZVPD basis) results for a 4-piece molecular cluster, C40H81N6O9S2 overall at a distorted geometry.

Output
Kohn-Sham gap   5.08 eV
Total charge   +1
E_LUMO   -4.53 eV

Element x y z (Å)
H1 4.67395 -10.17231 -5.86312
C1 -0.33727 -2.78883 2.84151
C2 -3.22106 8.47221 6.98410
O1 6.28280 -8.61345 -4.41666
H2 0.12888 -1.20094 -0.05974
O2 -3.07186 7.20666 7.59916
C3 -0.36164 -1.76932 1.91473
H3 5.35841 -11.71591 -5.38432
C4 -5.25700 5.95291 -0.24244
C5 -9.64436 6.15920 -2.24721
C6 5.11404 -10.71282 -5.02217
H4 6.64427 1.50263 -1.52653
H5 -1.84045 4.33183 -1.79902
C7 4.72496 -1.08910 -1.83890
O3 -1.53251 -0.45398 3.42800
H6 -1.28780 5.78624 -0.99488
H7 0.43994 5.24212 -2.65444
C8 -4.29421 6.57405 7.95600
H8 0.42059 6.95550 -2.99896
N1 0.62049 -4.92779 -2.93628
C9 6.41329 -10.00606 -4.65227
H9 -5.41201 4.81319 7.49476
H10 -0.81473 5.50624 4.26085
O4 6.60623 1.76657 -3.59502
S1 -6.54637 5.84749 -1.46587
S2 -5.38635 6.98329 0.99671
H11 -2.20856 6.42186 4.81843
O5 3.05075 -6.17868 -0.50088
C10 -1.53980 1.72942 2.08874
H12 2.86471 2.15647 0.18634
H13 -10.12106 5.77852 -3.13943
H14 -8.86091 6.84179 -2.55086
H15 6.72325 3.16592 -2.13116
H16 4.11107 0.62042 -2.73081
H17 -1.12802 3.75075 1.54097
H18 6.92936 -10.48583 -3.81230
C11 0.15866 -1.99198 0.66430
H19 -5.12789 7.28078 7.92606
H20 7.08094 -10.09348 -5.51204
H21 4.76995 -8.18565 -3.05247
N2 4.32089 -0.32850 -3.01117
H22 -10.34901 6.73016 -1.65714
C12 3.76757 -0.86186 -0.69041
O6 3.46384 -10.11187 -1.18093
H23 5.48640 -1.30089 -4.43994
H24 7.27748 0.22981 -4.69007
C13 1.38308 -5.50955 1.02180
H25 -0.46144 -4.90291 -1.25496
C14 -4.91194 4.67390 4.75039
C15 -1.79852 5.41420 4.72308
H26 -3.88499 9.11885 7.56381
H27 -0.76682 -2.63776 3.81084
H28 -7.74190 4.70589 0.25441
O7 -0.98103 0.50488 1.50113
H29 -0.97538 1.97614 2.97283
H30 1.45397 -4.49545 -3.33923
H31 -3.87416 5.82385 -2.44514
H32 4.53528 -12.64957 -3.08487
C16 1.22487 -3.44983 -1.04603
C17 2.87157 -5.43078 0.68366
H33 -3.88555 3.06489 3.82741
H34 2.38256 -8.42775 -0.88572
H35 1.05990 -2.52930 -1.58413
H36 2.43489 -11.69927 -2.05902
H37 -3.70522 2.64847 1.37964
C18 4.45688 -11.59153 -2.81971
C19 -1.93506 5.41200 -1.78142
C20 0.71210 -3.22320 0.33731
N3 0.75178 -4.18962 1.27168
O8 3.87445 0.43699 -0.15578
N4 -4.15988 5.11949 -0.52457
H38 -1.00233 2.63928 0.21790
H39 -5.70000 3.97338 5.04526
C21 -1.50515 6.00887 -3.10833
H40 1.30476 -6.06926 1.93684
H41 0.25524 -4.78847 3.18644
H42 -3.31302 6.93856 -1.24546
C22 -3.63085 3.87907 4.51437
C23 5.86122 -8.25268 -3.11992
H43 0.84139 -6.02397 0.24641
C24 6.66179 0.37007 -3.79899
H44 -1.80864 7.04962 -3.09463
O9 -2.59647 4.60576 3.87330
H45 3.79874 -9.90256 -3.71972
H46 1.40310 -9.85578 -1.26770
C25 -3.48863 4.66226 0.70057
C26 0.39293 -4.49518 -1.78332
C27 -4.56688 5.37075 7.08066
C28 -8.00027 5.48106 -0.45222
H47 3.19703 -4.40521 0.54798
H48 2.73622 -1.07666 -0.99383
H49 -4.18669 6.22884 8.98757
H50 4.85685 0.26717 -4.91423
H51 -2.65021 5.28462 0.99113
H52 -1.67858 4.97019 5.71364
H53 -3.23241 2.74634 -0.28085
N5 4.07347 -10.83288 -4.00333
H54 -3.67958 4.72455 7.12991
H55 3.70206 -12.11283 -0.90003
C29 2.76273 1.26016 -0.42277
H56 1.82357 0.76090 -0.15289
C30 6.26694 2.18940 -2.28919
C31 3.43758 -11.43302 -1.71384
H57 -2.00663 5.52283 -3.93457
H58 3.88365 -5.93805 -0.91581
C32 5.31329 -0.27938 -4.08690
H59 -8.34235 6.35418 0.08942
H60 5.42767 -11.27249 -2.41670
H61 2.27241 -3.70197 -1.06986
H62 -9.87885 4.50323 -0.85706
C33 0.22253 -3.97814 2.48646
H63 2.32429 -9.02439 -2.54915
H64 3.44944 -5.86892 1.48941
C34 -3.05646 3.17940 0.69642
H65 5.18473 2.31183 -2.17265
C35 -1.00175 -0.48599 2.35917
H66 5.72930 -0.82159 -1.48645
C36 -1.59590 2.88590 1.08862
H67 7.19845 -0.11744 -2.97518
H68 -3.60690 8.39123 5.96155
H69 -8.62628 4.31044 -2.07660
H70 0.25977 5.80665 -4.32548
N6 -4.88612 5.76686 5.71463
H71 -4.20933 6.45144 5.40536
C37 -9.09781 5.01647 -1.39999
H72 4.73233 -2.15514 -2.09524
H73 -2.23630 8.93419 6.94432
H74 4.03012 -1.55397 0.12004
H75 -5.21341 5.10460 3.79104
C38 0.01740 5.99843 -3.29065
H76 -4.18006 4.73312 1.52198
H77 -2.55218 1.47686 2.36264
H78 2.72084 1.55537 -1.47220
H79 6.26711 -7.26051 -2.90934
H80 -3.25274 3.40326 5.42688
C39 2.33329 -9.32529 -1.49538
C40 -3.33939 5.88103 -1.49986
H81 6.23063 -8.94612 -2.36025